# C2H5OP

A cluster of 2 separate species, C2H5OP in total in a non-equilibrium geometry (ωB97M-V/def2-TZVPD, the OMol25 dataset).

The calculation puts the frontier orbital gap (spin up / spin down) at 6.5622 / 6.4875 eV. The net charge is 0. The calculation puts the LUMO energy (spin up / spin down) at -1.7100 / -1.7288 eV.

Geometry as XYZ:
```
9
Properties=species:S:1:pos:R:3:mulliken_charge:R:1
C 0.0741 -1.8355 -0.0186 -0.0520
C -0.1861 0.4718 -0.4459 -0.5756
O -0.6165 -0.9028 -0.4865 -0.1223
P 3.1079 0.1654 0.0015 0.0115
H 1.1266 -1.3990 0.2344 -0.0708
H 0.8409 0.5165 -1.0214 0.1110
H -0.0573 0.7088 0.5189 0.4279
H -1.0256 0.9915 -0.9885 0.2155
H 4.1817 -0.6318 -0.5855 0.0547
```

# C2H5OPS

A cluster of 2 separate species, C2H5OPS in total in a non-equilibrium geometry (ωB97M-V/def2-TZVPD, the OMol25 dataset).

Its SMILES is [PH2]#CS.C=O. The calculation puts the frontier orbital gap at 7.8931 eV. The net charge is 0. The calculation puts the LUMO energy at -0.7815 eV.

Geometry as XYZ:
```
10
Properties=species:S:1:pos:R:3:mulliken_charge:R:1
P 0.5854 1.1283 0.1581 -0.0913
C 1.3188 -0.2307 0.8839 -0.0593
S 2.5331 -0.9930 -0.0043 -0.1359
H 1.2972 2.0361 -0.5919 0.0531
H 0.3939 2.1469 1.2484 0.0905
H 2.1033 -2.2766 0.2042 0.1616
C -2.2851 -0.7012 -0.3380 -0.1436
O -2.5907 -1.0533 0.7446 -0.3716
H -1.4453 -1.2814 -0.7106 0.2536
H -2.7756 0.0105 -1.0836 0.2427
```

# C2H5OPS

An isolated molecule of C2H5OPS in a non-equilibrium geometry (ωB97M-V/def2-TZVPD, the OMol25 dataset).

The calculation puts the frontier orbital gap (spin up / spin down) at 7.8711 / 7.8717 eV. The net charge is 0. The calculation puts the LUMO energy (spin up / spin down) at -0.6035 / -0.6037 eV.

Geometry as XYZ:
```
10
Properties=species:S:1:pos:R:3:mulliken_charge:R:1
C 1.7783 0.0915 -0.3769 -0.1370
C -1.0164 0.0430 -0.1573 -0.9634
O 4.3119 -0.5862 -0.4743 -0.5104
P 0.4261 1.1109 0.1260 0.0069
S 3.3314 0.2590 0.2637 0.3378
H 1.5465 -0.5762 -1.3633 0.2247
H -1.8741 0.5539 0.0038 0.3725
H -1.0279 -0.9164 0.3836 0.3279
H -1.0700 -0.2659 -1.2065 0.2965
H 0.6861 0.9751 1.6151 0.0445
```

# C2H5OPS

A cluster of 2 separate species, C2H5OPS in total in a non-equilibrium geometry (ωB97M-V/def2-TZVPD, the OMol25 dataset).

The calculation puts the frontier orbital gap (spin up / spin down) at 7.4831 / 7.4839 eV. The net charge is 0. The calculation puts the LUMO energy (spin up / spin down) at -0.0991 / -0.0985 eV.

Geometry as XYZ:
```
10
Properties=species:S:1:pos:R:3:mulliken_charge:R:1
C -0.1510 1.5999 -0.1114 0.1769
C -1.3025 -0.3398 0.1621 -0.4970
O -0.3964 -1.4259 0.3117 -0.4550
P 0.8747 1.4113 -1.5290 -0.0441
S -0.4757 2.7292 0.9297 -0.2575
H -1.7779 -0.4277 -0.7087 0.3604
H -1.7933 -0.2073 1.1461 0.3249
H -0.2787 -1.5980 1.1929 0.3050
H 2.1665 1.8370 -1.2123 0.0495
H 0.9878 0.0835 -1.2083 0.0369
```

# C2H5OPS

A cluster of 2 separate species, C2H5OPS in total in a non-equilibrium geometry (ωB97M-V/def2-TZVPD, the OMol25 dataset).

Its SMILES is C=PC=O.S. The calculation puts the frontier orbital gap at 8.2233 eV. The net charge is 0. The calculation puts the LUMO energy at -0.8699 eV.

Geometry as XYZ:
```
10
Properties=species:S:1:pos:R:3:mulliken_charge:R:1
C -0.4708 0.6693 0.9271 -0.5600
P -1.3462 0.9187 -0.4874 -0.0540
C -2.2121 -0.7208 -0.7755 0.0761
O -2.0898 -1.5016 0.1282 -0.4015
H -0.0622 1.5163 1.4798 0.2672
H -0.1999 -0.2005 1.3359 0.3786
H -2.8606 -0.6495 -1.6794 0.3056
S 2.9782 -0.6229 -0.4150 -0.2985
H 2.3465 0.5226 -0.7601 0.1399
H 3.9169 0.0685 0.2463 0.1467
```

# C2H5OPS

A cluster of 2 separate species, C2H5OPS in total in a non-equilibrium geometry (ωB97M-V/def2-TZVPD, the OMol25 dataset).

The calculation puts the frontier orbital gap (spin up / spin down) at 7.0047 / 6.6524 eV. The net charge is 0. The calculation puts the LUMO energy (spin up / spin down) at -0.4083 / -0.4291 eV.

Geometry as XYZ:
```
10
Properties=species:S:1:pos:R:3:mulliken_charge:R:1
C 1.5933 -0.1095 0.1460 0.0398
C -0.9656 -1.2148 -0.0021 -0.5378
O -1.6772 -0.1803 0.4552 -0.4271
P 1.2093 1.6961 0.2522 -0.0236
S 2.9488 -0.7560 -0.3621 -0.2065
H -0.1980 -1.4850 0.7884 0.3992
H -1.0089 -1.5737 -1.0020 0.3451
H -2.4556 0.1528 -0.1567 0.3307
H 0.6305 1.8637 -0.9894 0.0493
H -0.0766 1.6067 0.8706 0.0309
```

# C2H5OS

A cluster of 2 separate species, C2H5OS in total (ωB97M-V/def2-TZVPD, the OMol25 dataset).

The calculation puts the frontier orbital gap at 6.5954 eV. The net charge is -1. The calculation puts the LUMO energy at 3.8728 eV.

Geometry as XYZ:
```
9
Properties=species:S:1:pos:R:3:mulliken_charge:R:1
S 1.6133 1.9465 -1.9525 -0.7591
H 0.4782 1.4641 -1.4493 -0.2183
O 0.6226 -2.0692 0.6716 -0.5222
C 0.4424 -0.9026 0.4171 0.2727
C -0.8829 -0.2061 0.5268 -0.8751
H 1.2472 -0.2353 0.0739 0.2414
H -1.0554 0.3566 -0.3879 0.3171
H -0.7875 0.5463 1.3130 0.2470
H -1.6779 -0.9004 0.7872 0.2965
```

# C2H6BNO4

An isolated molecule of C2H6BNO4 in a non-equilibrium geometry (ωB97M-V/def2-TZVPD, the OMol25 dataset).

Its SMILES is CB(O)OC(=O)ON. The calculation puts the frontier orbital gap at 9.8680 eV. The net charge is 0. The calculation puts the LUMO energy at -0.3091 eV.

Geometry as XYZ:
```
14
Properties=species:S:1:pos:R:3:mulliken_charge:R:1
C 1.7481 -0.0864 0.5128 -0.7542
B 0.8774 -0.1108 -0.9180 0.5645
O 1.0443 1.0116 -1.8631 -0.5456
O -0.0809 -1.2328 -1.2052 -0.3290
C -1.1723 -1.2561 -0.2186 0.4319
O -1.1768 -2.3093 0.6445 -0.4336
O -2.2788 -0.2910 -0.1120 -0.1312
N -2.0332 0.6679 0.8021 -0.4348
H 1.8769 1.0644 0.7678 0.2176
H 2.7885 -0.6402 0.3862 0.2849
H 1.1311 -0.6075 1.3812 0.2562
H 0.3312 1.7227 -1.6918 0.3171
H -1.0985 0.5045 1.2831 0.2921
H -1.9570 1.5630 0.2310 0.2639
```

# C2H6BrMnO

A structure of composition C2H6BrMnO in a non-equilibrium geometry (ωB97M-V/def2-TZVPD, the OMol25 dataset).

The calculation puts the frontier orbital gap (spin up / spin down) at 7.2914 / 6.0989 eV. The multiplicity is 7. The net charge is +2. The calculation puts the LUMO energy (spin up / spin down) at -11.1224 / -12.3133 eV.

Geometry as XYZ:
```
11
Properties=species:S:1:pos:R:3:mulliken_charge:R:1
Mn -0.3335 -5.6503 1.1420 1.2104
Br 0.1278 -3.3155 0.0007 -0.1783
C 0.0123 1.8213 0.3912 -0.9747
C 0.3270 0.7267 -0.6500 0.0859
O -0.8158 -0.1084 -0.6535 0.0584
H 0.8361 2.4919 0.6358 0.3544
H -0.2636 1.3413 1.3301 0.3461
H -0.9096 2.3301 0.1095 0.3503
H 1.2040 0.1552 -0.3462 0.2816
H 0.5167 1.2220 -1.6022 0.2749
H -0.7013 -1.0144 -0.3574 0.1912
```

# C2H6BrNO2S

A cluster of 2 separate species, C2H6BrNO2S in total in a non-equilibrium geometry (ωB97M-V/def2-TZVPD, the OMol25 dataset).

The calculation puts the frontier orbital gap at 9.7257 eV. The net charge is 0. The calculation puts the LUMO energy at -0.2616 eV.

Geometry as XYZ:
```
13
Properties=species:S:1:pos:R:3:mulliken_charge:R:1
C 1.6364 0.2229 0.9129 -0.7148
C 0.7237 0.7798 -1.2389 -0.1898
N 0.6940 0.1436 -0.1438 -0.3226
O -3.3896 -1.9131 -0.3162 -0.4656
O -1.5109 -1.0360 0.9768 -0.4348
S -2.1123 -1.2347 -0.5011 0.6231
Br -2.5930 1.0454 -0.7651 -0.2265
H 1.0240 -0.0101 1.8112 0.2010
H 2.4369 -0.6078 0.7491 0.2762
H 2.3381 1.0970 1.0420 0.3216
H -0.2344 0.8353 -1.9053 0.0829
H 1.5143 1.4357 -1.5435 0.2892
H -0.5273 -0.7578 0.9219 0.5602
```

# C2H6BrNS

An isolated molecule of C2H6BrNS in a non-equilibrium geometry (ωB97M-V/def2-TZVPD, the OMol25 dataset).

Its SMILES is SCCNBr. The calculation puts the frontier orbital gap at 9.4464 eV. The net charge is 0. The calculation puts the LUMO energy at 0.2756 eV.

Geometry as XYZ:
```
11
Properties=species:S:1:pos:R:3:mulliken_charge:R:1
S 2.3513 -0.8554 0.2877 -0.2052
C 0.9013 0.3364 0.3740 -0.7448
C -0.3332 -0.2552 -0.2305 -0.4573
N -1.3487 0.6213 0.3454 -0.4640
Br -3.1157 -0.0175 0.1768 -0.0965
H 2.0117 -1.4822 -0.7593 0.0941
H 1.1718 1.1118 -0.2694 0.3723
H 0.6268 0.4344 1.3592 0.4639
H -0.5153 -1.3193 0.1775 0.4041
H -0.4760 -0.1813 -1.3607 0.3327
H -1.2740 1.6068 -0.1006 0.3008
```

# C2H6CeO2

A structure of composition C2H6CeO2 in a non-equilibrium geometry (ωB97M-V/def2-TZVPD, the OMol25 dataset).

The calculation puts the frontier orbital gap (spin up / spin down) at 5.1058 / 5.9263 eV. The multiplicity is 2. The net charge is +3. The calculation puts the LUMO energy (spin up / spin down) at -18.3061 / -17.4893 eV.

Geometry as XYZ:
```
11
Properties=species:S:1:pos:R:3:mulliken_charge:R:1
C -1.4283 0.3753 0.1516 -1.0814
C -0.2493 -0.1625 -0.6188 -0.1686
O 0.9397 0.2958 0.0873 -0.2592
H -2.3109 0.2894 -0.4950 0.3643
H -1.6062 -0.2055 1.0644 0.3723
H -1.2864 1.4334 0.4066 0.3434
H -0.2000 0.2290 -1.6420 0.3477
H -0.2152 -1.2582 -0.6265 0.3680
H 1.2477 -0.5801 1.5583 0.4931
Ce 3.4532 0.3938 -0.5371 2.5403
O 1.6558 -0.8103 0.6513 -0.3198
```

# C2H6Cl2N2P2S2

A structure of composition C2H6Cl2N2P2S2 in a non-equilibrium geometry (ωB97M-V/def2-TZVPD, the OMol25 dataset).

The calculation puts the frontier orbital gap (spin up / spin down) at 6.2877 / 5.5242 eV. The net charge is 0. The calculation puts the LUMO energy (spin up / spin down) at -2.7353 / -3.0111 eV.

Geometry as XYZ:
```
16
Properties=species:S:1:pos:R:3:mulliken_charge:R:1
C -0.5020 -0.6655 -2.6141 -0.8512
C 0.1386 0.3920 2.4123 -0.8533
N -0.1826 -0.6831 -1.2217 -0.2049
N 0.2354 0.1768 0.9347 0.1391
P 1.7467 0.1997 0.0779 0.5064
P -1.0282 -0.2327 0.0011 0.5245
S 3.2730 -0.3668 1.1765 -0.2778
S -2.2626 -1.5733 0.7067 -0.3862
Cl 1.7892 2.1187 -0.5320 -0.1548
Cl -1.9094 1.5518 -0.1768 -0.2357
H 0.3469 -0.5650 -3.1672 0.3425
H -0.8285 -1.6407 -3.0070 0.3009
H -1.4260 -0.0639 -2.7485 0.2992
H 1.1859 0.4091 2.6561 0.2174
H -0.2627 1.3747 2.4465 0.3703
H -0.3138 -0.4321 3.0553 0.2636
```

# C2H6Cl2NO

A cluster of 2 separate species, C2H6Cl2NO in total in a non-equilibrium geometry (ωB97M-V/def2-TZVPD, the OMol25 dataset).

The calculation puts the frontier orbital gap at 11.6558 eV. The net charge is +1. The calculation puts the LUMO energy at -3.4772 eV.

Geometry as XYZ:
```
12
Properties=species:S:1:pos:R:3:mulliken_charge:R:1
C 1.7297 -0.0870 -0.7279 -0.7916
C -2.6066 -0.1074 0.0713 0.5465
N 1.0596 0.0707 0.6357 -0.2030
O -1.4688 -0.2576 0.3983 -0.5234
Cl -3.6297 -1.3539 -0.5645 -0.0428
Cl -3.3411 1.4042 0.2219 -0.0531
H 1.2859 -0.8984 -1.1462 0.3517
H 2.7527 -0.0007 -0.7594 0.3668
H 0.0983 0.2443 0.6788 0.2234
H 1.3579 0.8388 1.2281 0.4298
H 1.4219 -0.7155 1.1378 0.3665
H 1.3401 0.8626 -1.1738 0.3290
```

# C2H6Cl2Si

A cluster of 2 separate species, C2H6Cl2Si in total in a non-equilibrium geometry (ωB97M-V/def2-TZVPD, the OMol25 dataset).

The calculation puts the frontier orbital gap (spin up / spin down) at 7.3799 / 8.2165 eV. The net charge is 0. The calculation puts the LUMO energy (spin up / spin down) at -0.9840 / 0.2017 eV.

Geometry as XYZ:
```
11
Properties=species:S:1:pos:R:3:mulliken_charge:R:1
C -0.8886 -1.0366 1.1855 -0.7125
C 0.0617 0.1416 1.2898 -0.8579
Si 0.9884 0.7388 -1.8933 0.4636
Cl 1.0801 2.7813 -1.5368 -0.2190
Cl -0.8822 0.3944 -2.4844 -0.1708
H -0.3257 -1.8802 0.8104 0.2544
H -1.1868 -1.4548 2.1465 0.3279
H -1.7382 -0.8999 0.5544 0.2533
H 1.0687 -0.1555 1.1251 0.4110
H -0.1744 1.1092 1.6702 0.3390
H 1.9970 0.2618 -2.8674 -0.0890
```

# C2H6Cl3PSi

A cluster of 2 separate species, C2H6Cl3PSi in total in a non-equilibrium geometry (ωB97M-V/def2-TZVPD, the OMol25 dataset).

The calculation puts the frontier orbital gap at 8.3268 eV. The net charge is 0. The calculation puts the LUMO energy at -0.9446 eV.

Geometry as XYZ:
```
13
Properties=species:S:1:pos:R:3:mulliken_charge:R:1
C -1.0327 0.3396 1.6469 -1.0174
C -0.8919 -0.4489 -1.6369 -1.2137
Si -0.0455 0.0120 0.0089 0.5526
P 1.8347 -1.2173 0.2428 0.2313
Cl 1.3240 2.5617 -0.4384 -0.4987
Cl 2.8132 -0.8021 -1.4266 -0.1463
Cl 2.9312 -0.0890 1.4692 -0.1552
H -0.2603 0.9263 2.3002 0.2595
H -2.0198 0.6975 1.4264 0.3461
H -1.3405 -0.5221 2.1535 0.4244
H -0.9021 0.3828 -2.3126 0.3482
H -0.5185 -1.3231 -1.9117 0.4102
H -1.8917 -0.5174 -1.5216 0.4591
```

# C2H6ClN3

A structure of composition C2H6ClN3 in a non-equilibrium geometry (ωB97M-V/def2-TZVPD, the OMol25 dataset).

The calculation puts the frontier orbital gap at 9.0002 eV. The net charge is 0. The calculation puts the LUMO energy at -0.2035 eV.

Geometry as XYZ:
```
12
Properties=species:S:1:pos:R:3:mulliken_charge:R:1
C -0.5801 0.5910 0.0630 0.2469
C 0.8187 0.8677 0.2172 -0.3280
H -2.2649 -2.1905 0.3353 0.2890
H -2.5021 -0.7171 -1.3864 0.2110
H -0.3806 -1.4647 -0.5968 0.3260
H -2.3488 1.2342 -0.2199 0.3190
H 0.9762 1.1173 1.3910 0.2254
H 1.2179 1.7796 -0.2507 0.3755
N -2.1855 -1.0191 0.0439 -0.7821
N -0.9350 -0.7075 0.3351 -0.0443
N -1.3346 1.5760 -0.2081 -0.6221
Cl 2.0621 -0.4386 -0.1265 -0.2162
```

# C2H6ClN3O

An isolated molecule of C2H6ClN3O in a non-equilibrium geometry (ωB97M-V/def2-TZVPD, the OMol25 dataset).

Its SMILES is N/N=C(/CCl)NO. The calculation puts the frontier orbital gap at 9.7560 eV. The net charge is 0. The calculation puts the LUMO energy at 0.6967 eV.

Geometry as XYZ:
```
13
Properties=species:S:1:pos:R:3:mulliken_charge:R:1
N -1.3616 -0.0631 2.1457 -0.3827
N -1.5453 -0.4125 0.8104 -0.3759
C -0.5665 -0.0308 0.1787 0.6512
C -0.5647 0.2525 -1.2127 -0.7067
Cl 1.0043 -0.0669 -2.2644 -0.2081
N 0.4711 0.7185 1.0352 -0.4875
O 1.2413 -0.5040 1.5485 -0.4174
H -2.0516 -0.4673 2.7547 0.1876
H -0.9053 0.8977 2.1811 0.3621
H -0.7241 1.3688 -1.3264 0.2836
H -1.3577 -0.1502 -1.8854 0.3832
H 1.1029 1.1496 0.2678 0.3420
H 0.7698 -0.6598 2.3796 0.3685
```

# C2H6ClNO

A cluster of 2 separate species, C2H6ClNO in total in a non-equilibrium geometry (ωB97M-V/def2-TZVPD, the OMol25 dataset).

Its SMILES is C=C(O)Cl.N. The calculation puts the frontier orbital gap at 9.6515 eV. The net charge is 0. The calculation puts the LUMO energy at 0.6988 eV.

Geometry as XYZ:
```
11
Properties=species:S:1:pos:R:3:mulliken_charge:R:1
C -2.4044 1.0540 -1.4864 -0.8518
C -1.7503 0.3833 -0.5370 0.6398
O -0.8357 0.9851 0.2296 -0.4741
Cl -2.1125 -1.1837 -0.0413 -0.2185
H -3.2161 0.5171 -1.9380 0.2239
H -2.2414 2.0504 -1.8354 0.2993
H -0.1103 0.4060 0.3518 0.4749
N 0.8113 -0.6125 1.3381 -0.7813
H 1.3083 -1.0379 2.1155 0.2579
H 0.1199 -1.3058 1.1908 0.1975
H 1.6067 -0.7007 0.6875 0.2324
```

# C2H6ClNO2P

A cluster of 2 separate species, C2H6ClNO2P in total in a non-equilibrium geometry (ωB97M-V/def2-TZVPD, the OMol25 dataset).

The calculation puts the frontier orbital gap at 9.2721 eV. The net charge is -1. The calculation puts the LUMO energy at 3.7633 eV.

Geometry as XYZ:
```
13
Properties=species:S:1:pos:R:3:mulliken_charge:R:1
C -1.7646 0.3805 1.0806 -0.5254
C -1.2468 0.0945 -1.2087 0.1863
N -2.1433 0.1575 -0.3011 -0.4728
O 1.7808 -1.6548 0.6608 -0.6660
O 2.3251 -0.5223 -1.6583 -0.6970
P 2.2685 -0.4824 -0.1535 0.7294
Cl 4.0694 0.1038 0.5516 -0.3319
H -1.6265 1.4119 1.4039 0.2134
H -2.4566 -0.0667 1.7055 0.2802
H -0.7784 -0.0435 1.1222 0.1802
H -0.1307 0.0515 -1.1496 -0.1041
H -1.8094 -0.1454 -2.2098 0.2183
H 1.5124 0.7156 0.1565 -0.0105
```